{"formula": "C8H35N16O9", "method": "ωB97M-V/def2-TZVPD", "symbols": ["O", "H", "H", "H", "C", "O", "N", "N", "H", "H", "H", "H", "C", "O", "N", "N", "H", "H", "H", "H", "C", "O", "N", "N", "H", "H", "H", "H", "C", "O", "N", "N", "H", "H", "H", "H", "C", "O", "N", "N", "H", "H", "H", "H", "C", "O", "N", "N", "H", "H", "H", "H", "C", "O", "N", "N", "H", "H", "H", "H", "C", "O", "N", "N", "H", "H", "H", "H"], "positions_angstrom": [[0.399038, 0.500770, -0.411237], [-0.458682, 0.163430, -0.142677], [0.529208, 0.399560, -1.356967], [0.521088, 1.450640, -0.344577], [4.301848, -6.167760, 1.616353], [5.173958, -6.038590, 0.791383], [3.515058, -5.235480, 2.030053], [4.177808, -7.205690, 2.465823], [3.837428, -4.375960, 1.608853], [2.771718, -5.266210, 2.713123], [3.333438, -7.420300, 2.976773], [4.866038, -7.941340, 2.538323], [3.376868, 5.679660, 2.319363], [2.694588, 5.215210, 1.425143], [3.865658, 4.901220, 3.203953], [3.606418, 6.908350, 2.538023], [3.806618, 3.934010, 2.919123], [4.662108, 5.343060, 3.640463], [4.400258, 7.131550, 3.121193], [3.205028, 7.504790, 1.828623], [-0.451952, 4.237150, -4.836287], [0.139698, 3.234030, -4.531997], [-0.447622, 5.312210, -4.134647], [-1.349292, 4.255060, -5.766547], [0.032228, 5.362540, -3.247337], [-0.737692, 6.123110, -4.662287], [-1.937772, 5.057690, -5.938547], [-1.403342, 3.562720, -6.499927], [-2.991532, -3.387330, -5.587517], [-2.156792, -3.592410, -4.705267], [-2.742792, -2.840670, -6.765417], [-4.206612, -3.670290, -5.472387], [-1.906752, -2.332800, -7.016847], [-3.384352, -3.210070, -7.452477], [-4.588382, -3.540450, -6.398407], [-4.530392, -4.088790, -4.612087], [0.277768, -0.499770, 5.487053], [1.356908, -0.138260, 5.873873], [-0.610832, 0.161480, 4.880943], [-0.106002, -1.723940, 5.582843], [-0.726072, 1.164810, 4.868823], [-1.316242, -0.384270, 4.406973], [0.520268, -2.336940, 6.084953], [-1.020482, -1.989640, 5.246303], [-5.612012, 2.666770, -0.977227], [-4.540062, 2.931650, -0.575537], [-5.832192, 2.050310, -2.088957], [-6.610952, 2.828450, -0.180737], [-5.027122, 1.762120, -2.626467], [-6.817522, 1.927800, -2.273917], [-6.514522, 3.163190, 0.767293], [-7.516292, 2.868040, -0.626717], [-5.106822, -3.193900, 2.403413], [-4.181072, -2.611950, 1.873173], [-6.206412, -2.649960, 2.746263], [-4.963782, -4.413030, 2.883133], [-7.048942, -3.122230, 3.041583], [-6.291782, -1.659160, 2.569843], [-5.826822, -4.722730, 3.306633], [-4.067072, -4.877160, 2.858923], [7.480248, 0.254550, -0.448687], [6.353968, 0.040210, -0.633047], [7.994238, 1.416040, -0.713877], [8.321118, -0.657980, 0.057553], [7.424388, 2.218910, -0.939217], [8.979328, 1.612550, -0.608507], [8.023478, -1.622140, 0.013983], [9.289168, -0.426420, -0.113817]], "forces_ev_per_a": [[1.1, 0.0, -0.4], [-1.0, -0.1, 0.4], [0.1, -1.0, -1.3], [-0.2, 1.3, 1.1], [2.1, -2.6, 1.3], [0.4, 0.1, -0.9], [-2.5, 5.1, -0.7], [0.3, -3.6, 1.1], [-1.0, 0.5, 0.3], [0.6, -0.1, -0.2], [0.2, 0.4, -0.2], [-0.1, 0.2, -0.6], [-2.8, -2.5, -2.8], [-1.3, 0.1, -1.7], [2.5, -3.1, 3.4], [0.6, 5.4, -0.2], [0.7, 0.0, 0.6], [0.2, -1.4, 0.7], [-0.5, 0.8, -0.4], [0.6, 0.5, 0.4], [0.4, -3.0, 1.1], [1.7, -2.1, 0.5], [0.3, 4.5, 2.1], [-3.4, 0.2, -4.7], [0.1, 0.2, -0.5], [0.2, 0.4, 1.0], [0.2, -0.2, 0.1], [0.4, -0.1, 0.4], [6.5, 0.4, 2.9], [0.3, 0.5, 0.1], [0.6, 1.1, -3.0], [-5.5, -1.3, 0.2], [-0.2, -0.7, 0.1], [0.9, 0.8, -0.8], [-2.2, -0.6, 1.2], [-0.4, -0.2, -0.7], [3.7, -0.2, 1.6], [1.7, 1.3, 0.9], [-5.1, 4.8, -3.9], [-0.7, -5.5, 0.9], [0.5, -0.3, 0.0], [-0.1, 0.7, 0.1], [-0.5, -0.2, -0.3], [0.5, -0.6, 0.6], [1.2, -0.3, 1.3], [5.8, 1.2, 1.2], [-1.4, -1.2, -3.2], [-5.4, 0.7, 1.9], [-0.7, 0.1, -0.3], [0.6, -0.7, -1.1], [0.2, 0.2, -0.6], [-0.2, 0.0, 0.8], [4.4, -0.7, -0.3], [0.9, 1.1, -1.0], [-5.3, 3.6, 0.7], [-0.6, -2.4, 0.5], [0.4, 0.0, 0.0], [-0.1, -0.3, -0.2], [1.0, -1.2, 0.3], [-0.6, -0.1, 0.0], [1.8, -1.0, 0.7], [-6.3, -1.4, -0.8], [2.7, 4.3, -0.8], [1.8, -0.8, 0.6], [-0.1, -0.6, 0.0], [-0.3, 0.0, 0.1], [0.2, 0.2, -0.1], [0.0, -0.8, 0.3]], "nbo_charge": [-0.732, 0.581, 0.573, 0.577, 0.758, -0.647, -0.835, -0.857, 0.405, 0.398, 0.377, 0.401, 0.737, -0.716, -0.798, -0.805, 0.411, 0.369, 0.388, 0.415, 0.741, -0.698, -0.812, -0.815, 0.414, 0.384, 0.381, 0.405, 0.740, -0.692, -0.842, -0.799, 0.419, 0.366, 0.381, 0.427, 0.729, -0.662, -0.816, -0.822, 0.409, 0.372, 0.412, 0.377, 0.738, -0.689, -0.821, -0.820, 0.420, 0.387, 0.416, 0.368, 0.746, -0.702, -0.818, -0.826, 0.393, 0.408, 0.380, 0.419, 0.753, -0.661, -0.827, -0.832, 0.407, 0.379, 0.410, 0.372], "relative_energy_kcal_mol": 243.41, "total_charge": 1, "total_energy_ha": -1878.861486}